[1]
Formula: C27H17CoN6O8S
Source: the Open Molecules 2025 dataset
Level of theory: ωB97M-V/def2-TZVPD

Results
charge	-2
frontier orbital gap	6.1288	eV
highest occupied orbital energy	-3.45	eV

```
60
Properties=species:S:1:pos:R:3:lowdin_charge:R:1
Co 0.62028 -0.05880 -0.72393 0.37
S 1.39550 1.96654 -0.18238 0.80
C -0.06838 2.79341 -0.63369 -0.71
N -0.26596 4.04204 -0.39913 0.05
N -1.41623 4.59488 -0.84258 -0.01
C -1.65025 5.94565 -0.72755 -0.25
C -2.83214 6.47528 -1.26024 -0.05
C -3.10909 7.82585 -1.15448 -0.12
C -2.22169 8.68529 -0.51885 -0.13
C -1.04994 8.15823 0.00884 -0.11
C -0.75548 6.80885 -0.08743 -0.03
N -1.05191 2.11245 -1.38434 0.10
N -0.92668 0.89108 -1.46725 -0.01
C -1.94765 0.23502 -2.21189 -0.22
C -2.38230 -1.01119 -1.78152 -0.01
C -3.38995 -1.65220 -2.48743 -0.07
C -3.93395 -1.06770 -3.61965 -0.09
C -3.48276 0.17339 -4.04886 -0.08
C -2.49375 0.83433 -3.34342 -0.01
H -2.05792 4.01531 -1.36371 0.12
H -3.53340 5.81296 -1.75647 0.10
H -4.03055 8.21057 -1.57509 0.09
H -2.43960 9.74186 -0.43515 0.09
H -0.34437 8.81068 0.50941 0.10
H 0.15655 6.40390 0.32665 0.10
H -1.94140 -1.45748 -0.90688 0.10
H -3.73750 -2.62174 -2.15524 0.11
H -4.70303 -1.58518 -4.17968 0.10
H -3.89017 0.61602 -4.94878 0.10
H -2.10095 1.78366 -3.67729 0.11
O 2.97545 -6.21260 -2.70656 -0.02
C 3.51584 -5.09477 -2.79411 -0.72
O 4.52302 -4.69907 -3.40216 -0.03
C 2.59532 -3.98819 -2.27196 -0.04
C 2.15404 -4.03285 -0.82378 -0.06
C 1.23608 -2.81132 -0.61653 -0.22
N 0.55490 -1.99537 -1.58150 0.10
C 1.14339 -2.03195 -2.72773 -0.16
C 2.08172 -3.06516 -3.12733 0.05
C 1.05451 -0.71326 -3.46573 -0.57
O 0.89834 -0.59865 -4.66647 0.06
O 1.22725 0.23530 -2.60366 -0.10
H 1.81677 -5.03811 -0.57576 0.16
H 0.64649 -2.92684 0.28698 0.16
H 2.42765 -3.04264 -4.15277 0.13
O 4.33924 -4.70714 2.61279 -0.02
C 3.10332 -4.60822 2.50152 -0.72
O 2.16943 -5.34649 2.85474 -0.02
C 2.68928 -3.38128 1.68879 -0.04
C 3.10903 -3.30368 0.24103 -0.06
C 2.50843 -2.01288 -0.31822 -0.21
N 1.98402 -0.87749 0.38556 0.05
C 1.58324 -1.18538 1.58028 -0.16
C 2.03318 -2.35572 2.28559 0.05
C 0.31720 -0.45972 1.98095 -0.56
O -0.07058 -0.38644 3.12646 0.08
O -0.33914 -0.10572 0.91418 -0.11
H 4.17972 -3.48903 0.15945 0.16
H 3.00751 -1.70051 -1.22999 0.16
H 1.70121 -2.46019 3.31052 0.13
```


[2]
Formula: C27H18AuBrFN2O2Se
Source: the Open Molecules 2025 dataset
Level of theory: ωB97M-V/def2-TZVPD

Results
charge	-1
frontier orbital gap	7.7782	eV
highest occupied orbital energy	-5.24	eV

```
53
Properties=species:S:1:pos:R:3:lowdin_charge:R:1
Au -0.50290 -1.73701 -0.11232 1.22
Br 5.62297 -5.05549 1.59353 0.71
C 5.29346 -3.24659 1.14126 -0.66
C 6.35221 -2.35165 1.13534 -0.21
N 6.20276 -1.06624 0.83142 0.06
C 4.97577 -0.64918 0.52621 -0.09
C 3.85826 -1.47564 0.50715 -0.10
C 4.01830 -2.81908 0.82096 -0.04
C 2.50838 -0.87748 0.13354 -0.58
O 2.43156 0.30671 -0.14219 0.05
O 1.57565 -1.76879 0.14496 -0.19
H 7.35147 -2.69040 1.38405 0.09
H 4.85256 0.39814 0.28063 0.11
H 3.17681 -3.50004 0.80402 0.09
C -0.76233 4.86518 2.41988 -0.11
C 0.17374 4.34825 1.53197 -0.08
C 0.07262 3.04127 1.08547 -0.03
C -0.97639 2.22547 1.51424 -0.23
C -1.89106 2.74454 2.43012 -0.05
C -1.79358 4.05562 2.87298 -0.10
C -1.08689 0.81233 1.10069 -0.08
C -0.73717 0.26114 -0.06447 -0.25
C -0.45858 0.99467 -1.32024 -0.26
C -1.15977 2.15881 -1.64220 -0.05
C -0.83169 2.88373 -2.77727 -0.09
C 0.21224 2.47700 -3.59279 -0.10
C 0.87699 1.28629 -3.31042 -0.07
C 0.51153 0.53535 -2.20848 -0.06
H -0.67721 5.88698 2.76815 0.09
H 0.99690 4.96468 1.19256 0.10
H 0.82185 2.63574 0.41645 0.12
H -2.69356 2.11036 2.78980 0.11
H -2.52076 4.44186 3.57656 0.09
H -1.44531 0.15315 1.88693 0.10
H -1.95268 2.49911 -0.98924 0.12
H -1.39541 3.77674 -3.01994 0.10
H 0.49173 3.06161 -4.46017 0.09
H 1.69143 0.96249 -3.94564 0.10
H 0.85463 -0.48533 -2.11912 0.09
F -6.58800 -2.13122 -0.73176 0.03
C -5.24085 -2.02513 -0.60120 -0.30
C -4.54206 -1.26200 -1.51215 -0.02
C -3.16463 -1.15131 -1.36622 -0.10
C -2.50150 -1.80664 -0.33521 -0.30
C -3.23839 -2.57638 0.55948 -0.11
C -4.61842 -2.68556 0.43652 -0.02
H -5.07062 -0.75900 -2.31099 0.11
H -2.61255 -0.53260 -2.06318 0.09
H -2.73651 -3.11462 1.35314 0.09
H -5.20362 -3.28229 1.12344 0.11
Se 1.40647 -6.22377 0.28384 0.42
C 0.37679 -4.77409 0.06263 -0.94
N -0.30464 -3.83969 -0.08271 -0.08
```


[3]
Formula: C27H19BrN2NaO6
Source: the Open Molecules 2025 dataset
Level of theory: ωB97M-V/def2-TZVPD

Results
charge	-1
frontier orbital gap	5.2499	eV
highest occupied orbital energy	-2.92	eV

```
56
Properties=species:S:1:pos:R:3:lowdin_charge:R:1
Na 0.73743 0.80488 0.97383 0.35
O -1.16725 1.68031 -2.69146 0.03
C -0.63707 1.73422 -1.41769 -0.32
O -0.63006 0.57777 -0.66196 -0.02
C -0.34440 2.91652 -0.80711 -0.21
C -0.55753 4.19140 -1.45345 -0.03
C -0.32963 5.33703 -0.77000 -0.11
C 0.11708 5.27996 0.57199 -0.08
C 0.33112 4.01916 1.11794 -0.25
N 0.11750 2.87333 0.49117 0.10
C 0.87371 3.85853 2.48285 -0.46
O 0.69359 4.89561 3.33129 0.10
O 1.46468 2.87868 2.86601 0.10
H -0.88807 0.82727 -3.07353 0.07
H -0.90257 4.18554 -2.47625 0.10
H -0.49931 6.30297 -1.23065 0.09
H 0.35592 6.19638 1.09268 0.08
H 0.15023 5.57120 2.90469 0.09
Br -1.29552 1.28448 4.15322 0.75
C 0.47901 0.63111 4.22831 -0.76
C 1.20408 0.76172 5.39693 -0.11
C 2.50462 0.27994 5.37565 -0.06
C 2.98439 -0.29414 4.21315 0.00
C 2.14843 -0.37931 3.10260 -0.16
N 0.90094 0.07408 3.12364 0.06
C 2.66095 -0.97757 1.76798 -0.65
O 3.69210 -1.63754 1.84521 0.00
O 1.96879 -0.69587 0.77188 -0.05
H 0.77377 1.22899 6.27013 0.10
H 3.12034 0.35909 6.26205 0.10
H 3.98403 -0.69117 4.13551 0.11
C -0.27340 -3.76888 -5.47578 -0.11
C 0.93016 -3.11328 -5.26061 -0.10
C 1.03833 -2.16724 -4.26474 -0.04
C -0.04500 -1.86475 -3.42781 -0.23
C -1.25288 -2.53830 -3.65672 -0.04
C -1.36009 -3.46866 -4.66810 -0.09
C 0.08206 -0.81005 -2.45407 -0.01
C -0.59325 -0.63514 -1.27786 -0.20
C -1.29660 -1.64554 -0.49158 -0.14
C -0.94984 -2.99754 -0.52445 -0.02
C -1.58223 -3.90282 0.30183 -0.08
C -2.56386 -3.48469 1.18859 -0.09
C -2.91106 -2.14589 1.23848 -0.08
C -2.29097 -1.23527 0.40552 0.00
H -0.36271 -4.49664 -6.26776 0.09
H 1.78151 -3.33600 -5.88821 0.10
H 1.97569 -1.65513 -4.10158 0.11
H -2.10665 -2.30648 -3.03607 0.12
H -2.30550 -3.96024 -4.84698 0.10
H 0.84542 -0.06748 -2.68301 0.14
H -0.16531 -3.33065 -1.18681 0.12
H -1.29862 -4.94650 0.27090 0.10
H -3.05246 -4.19906 1.83908 0.10
H -3.66768 -1.80212 1.93284 0.10
H -2.58638 -0.19623 0.43826 0.12
```


[4]
Formula: C27H19CaCl2NO4P
Source: the Open Molecules 2025 dataset
Level of theory: ωB97M-V/def2-TZVPD

Results
charge	+1
frontier orbital gap (alpha / beta)	5.0159 / 2.7547	eV
highest occupied orbital energy (alpha / beta)	-10.18 / -9.41	eV

```
55
Properties=species:S:1:pos:R:3:lowdin_charge:R:1
Ca -13.91071 -0.79321 8.75196 1.52
Cl -9.76686 -1.93404 5.61206 0.73
C -9.80139 -1.12357 7.12723 -0.57
C -8.53009 -0.88341 7.70474 -0.11
C -8.53250 -0.02826 8.85624 -0.58
Cl -7.01682 0.68862 9.37913 0.69
C -9.68112 0.15968 9.69264 -0.15
C -9.65601 0.70841 11.06068 0.04
C -10.81537 0.52175 11.81193 -0.06
C -12.03748 0.21064 11.26848 -0.16
N -12.15858 -0.04706 9.96717 -0.07
C -10.99189 -0.18075 9.16352 -0.12
C -11.10915 -0.89235 7.87124 -0.35
O -12.23722 -1.33700 7.43599 -0.24
H -7.60601 -1.24098 7.20124 0.12
H -8.75619 1.05438 11.50777 0.09
H -10.70424 0.84562 12.83936 0.11
H -12.87660 0.28468 12.00594 0.14
O -15.25049 -2.14144 9.81494 -0.52
P -16.02603 -2.87694 10.86330 0.81
C -17.31029 -1.87812 11.61756 -0.28
C -18.61553 -2.11243 11.06140 -0.06
C -19.72568 -1.65537 11.80788 -0.07
C -19.66622 -0.75215 12.89125 -0.03
C -18.33721 -0.36995 13.27724 -0.04
C -17.19541 -1.01146 12.69505 -0.07
C -16.67713 -4.44278 10.19744 -0.26
C -17.80949 -5.14397 10.62436 -0.09
C -18.32266 -6.14340 9.79470 -0.07
C -17.71738 -6.49072 8.58383 -0.04
C -16.51697 -5.82435 8.21171 -0.06
C -15.97984 -4.83299 9.00661 -0.08
C -15.02678 -3.26726 12.31205 -0.27
C -15.45064 -4.18194 13.29595 -0.06
C -14.64366 -4.39446 14.38173 -0.09
C -13.50965 -3.67936 14.68000 -0.06
C -13.07758 -2.73919 13.74093 -0.05
C -13.75444 -2.71315 12.49423 -0.08
H -18.73467 -2.65142 10.10613 0.12
H -20.65802 -2.02644 11.54156 0.08
H -20.56575 -0.35438 13.42028 0.13
H -18.12717 0.40684 13.95228 0.08
H -16.24497 -0.92417 13.22287 0.11
H -18.30098 -4.93306 11.57333 0.11
H -19.19012 -6.69354 10.16384 0.11
H -18.19465 -7.22901 7.97011 0.10
H -15.93097 -5.96153 7.27794 0.12
H -15.06035 -4.34900 8.63190 0.11
H -16.37198 -4.73039 13.28146 0.11
H -14.80440 -5.25693 14.99490 0.11
H -12.88410 -3.82814 15.54822 0.11
H -12.17601 -2.20237 13.95798 0.10
H -13.20911 -2.23262 11.69785 0.07
O -14.82612 0.89887 7.47686 -0.20
O -15.25642 0.36189 6.33762 0.04
```


[5]
Formula: C27H20Cl3N2PPtS4Sb
Source: the Open Molecules 2025 dataset
Level of theory: ωB97M-V/def2-TZVPD

Results
multiplicity	2
frontier orbital gap (alpha / beta)	5.6969 / 5.4833	eV
⟨S²⟩	0.758
highest occupied orbital energy (alpha / beta)	-6.22 / -6.21	eV

```
59
Properties=species:S:1:pos:R:3:lowdin_charge:R:1
Pt -0.21009 -0.04825 0.53590 0.36
S -1.60056 0.92812 4.83623 -0.36
Sb -2.74409 0.39613 2.95286 0.19
S -1.55358 1.69805 1.18917 -0.09
S -1.33645 -1.41721 1.95431 -0.16
Cl -2.28924 -0.78037 -1.20121 0.71
C -1.84738 -0.82403 -2.86464 -0.63
C -2.65705 -1.56246 -3.71257 -0.09
C -2.37249 -1.59513 -5.06598 -0.06
C -1.29202 -0.89110 -5.56315 -0.06
C -0.47439 -0.16811 -4.70875 -0.06
C -0.74398 -0.09630 -3.33713 -0.28
P 0.44590 0.86149 -2.27948 0.94
C -0.41129 2.41459 -1.97949 -0.34
C 0.22089 3.40200 -1.22435 -0.13
C -0.37820 4.63852 -1.05953 -0.07
C -1.61324 4.89964 -1.63890 -0.07
C -2.25318 3.91631 -2.37671 -0.06
C -1.65007 2.68006 -2.55477 -0.07
C 1.73884 1.21602 -3.52211 -0.33
C 1.87382 2.47297 -4.10228 -0.08
C 2.88750 2.71330 -5.02016 -0.07
C 3.77633 1.70396 -5.35811 -0.07
C 3.64283 0.44331 -4.79011 -0.06
C 2.62498 0.19874 -3.88155 -0.10
H -3.50247 -2.09897 -3.30551 0.11
H -3.00116 -2.17175 -5.73190 0.11
H -1.07691 -0.89831 -6.62309 0.11
H 0.35558 0.37766 -5.12462 0.10
H 1.17691 3.19381 -0.76744 0.06
H 0.11960 5.39879 -0.47224 0.11
H -2.07480 5.87093 -1.51749 0.11
H -3.22584 4.10561 -2.81088 0.11
H -2.16239 1.92779 -3.13984 0.10
H 1.18946 3.26753 -3.83363 0.11
H 2.98563 3.69411 -5.46681 0.11
H 4.57127 1.89691 -6.06669 0.11
H 4.33079 -0.34907 -5.05495 0.11
H 2.52134 -0.79389 -3.45692 0.12
S 2.06946 1.42958 4.24398 1.02
C 2.21538 -0.26756 4.16125 -0.38
C 1.76243 -0.71187 2.96888 -0.27
N 1.32955 0.28458 2.12217 -0.17
C 1.42606 1.46150 2.68770 -0.52
H 2.59288 -0.84316 4.98836 0.07
H 1.71406 -1.73955 2.64749 0.09
H 1.10235 2.37224 2.20965 0.06
Cl 1.11942 -2.28141 -0.41231 0.74
C 2.60105 -1.39532 -0.59302 -0.60
C 3.79602 -2.08181 -0.49500 -0.10
C 4.98281 -1.37413 -0.58759 -0.07
C 4.95008 -0.00454 -0.77061 -0.10
C 3.73469 0.65261 -0.88360 -0.58
Cl 3.77000 2.37176 -1.10407 0.76
C 2.51220 -0.02309 -0.81417 -0.43
N 1.29290 0.69800 -0.91527 -0.28
H 3.78993 -3.15075 -0.33555 0.11
H 5.92974 -1.88776 -0.49523 0.11
H 5.86293 0.57199 -0.82274 0.11
```


[6]
Formula: C27H20F3N2O2
Source: the Open Molecules 2025 dataset
Level of theory: ωB97M-V/def2-TZVPD

Results
charge	-1
frontier orbital gap	3.8524	eV
highest occupied orbital energy	-3.27	eV

```
54
Properties=species:S:1:pos:R:3:lowdin_charge:R:1
F -2.90194 -6.61082 -4.61568 0.09
C -2.89452 -5.26140 -4.84159 -0.54
F -2.66209 -5.08072 -6.17449 0.09
F -4.16936 -4.81036 -4.59276 0.09
C -1.89416 -4.54882 -3.97793 -0.19
C -1.24345 -3.41229 -4.45975 -0.05
C -0.37186 -2.72486 -3.63265 -0.05
C -0.18898 -3.11905 -2.27319 -0.27
C 0.53673 -2.32235 -1.35444 -0.15
C 0.58421 -2.64707 -0.01220 -0.36
N 0.63963 -2.91043 1.13594 0.08
C -0.80683 -4.33519 -1.84889 -0.04
C -1.66298 -5.02300 -2.69146 -0.05
H -1.42192 -3.07524 -5.47363 0.11
H 0.15089 -1.83755 -3.99906 0.10
H 1.12971 -1.48050 -1.70400 0.08
H -0.64622 -4.70892 -0.83452 0.10
H -2.16182 -5.92351 -2.34764 0.11
O 4.07702 -1.35894 2.19660 -0.01
C 4.03822 -0.11767 2.13286 -0.70
O 4.51332 0.77174 1.40253 -0.03
C 3.10503 0.51667 3.23282 -0.17
C 3.77805 1.67762 3.99971 -0.06
C 3.01046 2.88013 3.58633 -0.14
C 1.98311 2.50789 2.70033 -0.13
C 1.06277 3.44499 2.23899 0.00
C 1.20328 4.77589 2.64615 -0.08
C 2.23238 5.14746 3.52904 -0.09
C 3.14041 4.19877 4.00359 -0.02
N 2.02266 1.13134 2.48368 0.04
C 1.19851 0.38303 1.73035 0.04
C 0.34650 0.86794 0.72836 -0.06
C -0.86960 0.27423 0.43077 0.01
C -1.89688 0.93175 -0.33180 -0.21
C -3.26978 0.62053 -0.12956 -0.02
C -4.27022 1.39013 -0.71575 -0.08
C -3.93906 2.47868 -1.53970 -0.08
C -2.59030 2.76962 -1.78844 -0.08
C -1.58396 2.00598 -1.20366 -0.03
H 2.74994 -0.28341 3.88946 0.15
H 3.68916 1.48722 5.07657 0.12
H 4.84493 1.75823 3.75846 0.13
H 0.24957 3.13484 1.59106 0.09
H 0.50881 5.52908 2.27840 0.10
H 2.32066 6.18620 3.84872 0.10
H 3.94998 4.45156 4.68962 0.12
H 1.25344 -0.69353 1.92717 0.13
H 0.65859 1.77153 0.19196 0.11
H -1.12168 -0.65196 0.95259 0.12
H -3.51239 -0.22253 0.52038 0.12
H -5.31786 1.14368 -0.53609 0.10
H -4.72522 3.08506 -1.99109 0.10
H -2.32116 3.60308 -2.43876 0.10
H -0.53374 2.23525 -1.39372 0.11
```


Which F_max belongs to each record? In order, 1.5, 0.8, 1.6, 5.7, 2.6, 3.1 eV/Å.
Which energy above the lowest of the compared OMol25 structures with the same formula, charge and spin belongs to each record? In order, 112.5, 2.3, 5.2, 41.4, 35.3, 0.0 kcal per mole.